Model w:
Below is a cluster of 4 separate species, C3H14N2O4 in total, with properties calculated with ωB97M-V with the def2-TZVPD basis set.

The geometry in XYZ format:
```
23
Properties=species:S:1:pos:R:3
C 0.9710 0.3137 2.0059
C -0.0054 0.3364 0.7932
N 0.6591 0.2730 -0.4853
C -1.0269 -0.7849 1.0500
N -1.4575 -1.6241 0.0505
O -1.4953 -0.8782 2.1700
H 0.8932 1.1534 2.6896
H 1.9997 0.3034 1.6270
H 0.8982 -0.5947 2.5990
H -0.5833 1.2470 0.9211
H 1.4277 -0.3783 -0.4506
H 0.9500 1.1338 -0.9270
H -1.6270 -2.5849 0.3180
H -1.3157 -1.3961 -0.9171
O -3.6273 2.5074 1.4414
H -3.4193 2.1013 0.5923
H -2.9985 2.0755 2.0340
O 3.1645 0.2487 -2.3459
H 3.6606 -0.3085 -1.7325
H 2.4613 -0.3586 -2.6291
O 0.4924 -0.9889 -3.1269
H 0.3404 -1.0271 -2.1682
H -0.3618 -0.7691 -3.5094
```

## Properties
Kohn-Sham gap, eV: 10.07
Net charge: 0
E_HOMO, Ha: -0.3594

natural (NBO) population analysis, charges in e, atoms 1 to 2: -0.62, -0.16



Model x:
Below is a cluster of 4 separate species, C3H14N2O4 in total, with properties calculated with ωB97M-V with the def2-TZVPD basis set.

The geometry in XYZ format:
```
23
Properties=species:S:1:pos:R:3
C 0.8598 0.8602 -1.7698
N -0.0026 0.2999 -0.7450
C 0.6850 -0.6876 0.0517
C -0.2262 -1.6186 0.8105
N -1.5703 -1.5153 0.6217
O 0.2348 -2.4054 1.6148
H 1.7500 1.3955 -1.4161
H 0.2631 1.5380 -2.3861
H 1.1547 0.1015 -2.4981
H -0.3983 1.0435 -0.1767
H 1.3789 -0.2735 0.7800
H 1.3233 -1.2878 -0.5874
H -1.9552 -0.9198 -0.0967
H -2.1536 -2.0988 1.1895
O -0.8712 -1.8605 -2.7418
H -1.0306 -1.3255 -1.9550
H -0.5129 -1.2627 -3.4013
O -1.2942 1.4785 1.9534
H -1.2584 1.5522 2.9151
H -1.5943 0.5545 1.8591
O 2.0483 1.9057 2.0499
H 1.4497 2.2690 2.7115
H 1.7202 2.2569 1.2168
```

## Properties
Kohn-Sham gap, eV: 9.90
Net charge: 0
E_HOMO, Ha: -0.3525

natural (NBO) population analysis, charges in e, atoms 1 to 2: -0.42, -0.67



Relative energies, eV: model w 0.181; model x 0.000.



Model w:
Below is the ion C3H8N3S with charge +1, with properties calculated with ωB97M-V with the def2-TZVPD basis set.

The geometry in XYZ format:
```
15
Properties=species:S:1:pos:R:3
C 1.2187 -0.4764 -0.2908
C -0.2502 -0.8244 1.3941
C -0.9095 0.7356 -0.5568
N 0.8645 -1.5843 1.7852
N 0.0294 -0.0716 0.1567
N 1.5765 0.0057 -1.4876
S 2.1762 -1.5206 0.6346
H -0.9847 -1.5549 1.0653
H -0.7339 -0.2087 2.1579
H -1.6601 1.2039 0.1314
H -0.5516 1.5323 -1.1058
H -1.2848 0.0108 -1.2545
H 1.2317 -1.6820 2.6949
H 0.7866 0.1939 -2.1373
H 2.5558 -0.0601 -1.8219
```

## Properties
Kohn-Sham gap, eV: 9.13
Net charge: +1
E_HOMO, Ha: -0.4739

natural (NBO) population analysis, charges in e, atoms 1 to 2: 0.30, -0.04



Model x:
Below is the ion C3H8N3S with charge +1, with properties calculated with ωB97M-V with the def2-TZVPD basis set.

The geometry in XYZ format:
```
15
Properties=species:S:1:pos:R:3
N -2.1069 0.2416 0.5532
C -1.1137 0.4000 1.4066
N 0.1804 0.2542 1.1034
C 0.8544 0.4755 -0.1319
C 1.5420 -0.7737 -0.7396
N 1.1866 -1.1107 -2.0747
S 0.1038 -0.5802 -2.9931
H -3.0894 0.4639 0.8546
H -2.0638 -0.1766 -0.4237
H -1.4986 0.6958 2.3359
H 0.7213 0.4712 1.8878
H 1.5407 1.3315 -0.1304
H -0.0249 0.7732 -0.8033
H 2.6574 -0.8550 -0.5943
H 1.1107 -1.6109 -0.2505
```

## Properties
Kohn-Sham gap (alpha / beta), eV: 7.21 / 7.20
Net charge: +1
E_HOMO (alpha / beta), Ha: -0.4264 / -0.4266

natural (NBO) population analysis, charges in e, atoms 1 to 2: -0.72, 0.40



Relative energies, eV: model w 0.000; model x 1.216.



Model w:
Below is an isolated molecule of C7H14, with properties calculated with ωB97M-V with the def2-TZVPD basis set.

The geometry in XYZ format:
```
21
Properties=species:S:1:pos:R:3
C -3.1023 -0.8679 1.9649
C -1.8069 -0.6934 1.7277
C -1.2527 0.4464 0.8925
C 0.1671 0.2679 0.3614
C 0.3369 0.6701 -1.1137
C 1.4072 -0.0999 -1.8695
C 2.7707 -0.0760 -1.2159
H -3.8587 -0.2455 1.4818
H -3.5673 -1.3475 2.8188
H -1.0787 -1.2517 2.3163
H -2.0061 0.5802 0.1155
H -1.2934 1.2081 1.6793
H 0.8546 0.9254 0.9023
H 0.5752 -0.7292 0.5722
H 0.6149 1.7344 -1.0174
H -0.6344 0.6910 -1.6157
H 1.4327 0.3210 -2.8755
H 1.0361 -1.1320 -1.8758
H 3.4025 -0.7133 -1.8463
H 2.7868 -0.5966 -0.2668
H 3.2156 0.9085 -1.1360
```

## Properties
Kohn-Sham gap, eV: 10.62
Net charge: 0
E_HOMO, Ha: -0.3457

natural (NBO) population analysis, charges in e, atoms 1 to 2: -0.42, -0.15



Model x:
Below is an isolated molecule of C7H14, with properties calculated with ωB97M-V with the def2-TZVPD basis set.

The geometry in XYZ format:
```
21
Properties=species:S:1:pos:R:3
C -1.2962 1.2779 -0.6289
C -1.2385 -0.1744 0.2491
C -2.3783 -1.0784 -0.1641
C 0.1271 -0.8522 0.0501
C 1.2796 0.0335 0.4653
C 2.6897 -0.3057 0.0745
C 2.0093 0.8843 -0.5327
H -0.9956 1.1712 -1.6936
H -2.2958 1.7563 -0.6355
H -0.6029 2.0024 -0.1776
H -1.3885 0.1154 1.2808
H -3.4020 -0.8309 0.1225
H -2.1811 -0.7257 -1.1802
H -2.2624 -2.1630 -0.1794
H 0.1601 -1.7860 0.6316
H 0.2581 -1.1530 -1.0033
H 1.1551 0.4683 1.4559
H 3.4854 -0.1332 0.7926
H 2.8448 -1.1767 -0.5556
H 1.7008 0.8135 -1.5713
H 2.3361 1.8753 -0.2345
```

## Properties
Kohn-Sham gap, eV: 11.27
Net charge: 0
E_HOMO, Ha: -0.3691

natural (NBO) population analysis, charges in e, atoms 1 to 2: -0.63, -0.18



Model y:
Below is an isolated molecule of C7H14, with properties calculated with ωB97M-V with the def2-TZVPD basis set.

The geometry in XYZ format:
```
21
Properties=species:S:1:pos:R:3
C 1.6757 -0.3434 -0.6908
C 0.9286 -0.4304 0.6411
C 1.9140 -0.1770 1.7809
C -0.2888 0.5115 0.6649
C -1.3541 0.0637 -0.3286
C -2.3814 0.9831 -0.9260
C -1.3156 0.3969 -1.8032
H 2.0703 0.6713 -0.8405
H 2.5263 -1.0332 -0.7031
H 1.0302 -0.5850 -1.5376
H 0.5433 -1.4556 0.7515
H 2.7396 -0.8977 1.7286
H 2.3526 0.8258 1.7008
H 1.4444 -0.2702 2.7662
H -0.7391 0.5172 1.6702
H 0.0492 1.5460 0.4925
H -1.7215 -0.9308 -0.0732
H -3.3916 0.6068 -1.0665
H -2.3199 2.0399 -0.6853
H -0.5343 1.0598 -2.1663
H -1.6201 -0.3470 -2.5384
```

## Properties
Kohn-Sham gap, eV: 11.37
Net charge: 0
E_HOMO, Ha: -0.3718

natural (NBO) population analysis, charges in e, atoms 1 to 2: -0.61, -0.21



Model z:
Below is a cluster of 2 separate species, C7H14 in total, with properties calculated with ωB97M-V with the def2-TZVPD basis set.

The geometry in XYZ format:
```
21
Properties=species:S:1:pos:R:3
C 1.7778 -1.4759 0.9591
C 1.1341 -1.1914 -0.3693
C -0.0485 -0.6167 -0.4978
C -1.1502 -0.1575 -1.3501
C -1.2382 -0.0865 0.1777
C -2.1471 -1.0259 0.9405
H 2.8195 -1.1358 0.9801
H 1.2368 -0.9764 1.7690
H 1.7864 -2.5526 1.1703
H 1.6822 -1.4864 -1.2644
H -1.0378 0.7820 -1.8897
H -1.7601 -0.8991 -1.8648
H -1.1603 0.9187 0.5950
H -1.7983 -1.1489 1.9722
H -2.1528 -2.0165 0.4727
H -3.1773 -0.6543 0.9710
C 1.0477 2.7449 -0.5543
H 1.2444 1.6762 -0.4402
H 1.3078 3.0559 -1.5693
H 1.6475 3.3054 0.1668
H -0.0134 2.9408 -0.3746
```

## Properties
Kohn-Sham gap, eV: 10.22
Net charge: 0
E_HOMO, Ha: -0.3367

natural (NBO) population analysis, charges in e, atoms 1 to 2: -0.64, -0.18



Relative energies, eV: model w 0.663; model x 0.955; model y 0.000; model z 1.124.



Model w:
Below is a cluster of 2 separate species, C9H14NO in total, with properties calculated with ωB97M-V with the def2-TZVPD basis set.

The geometry in XYZ format:
```
25
Properties=species:S:1:pos:R:3
C -1.7758 -2.2882 1.4257
C -2.4463 -1.0735 1.1815
C -0.4274 -2.4343 1.0419
C -1.7546 -0.1209 0.4191
C 0.2764 -1.3995 0.4767
C -0.3472 -0.2131 0.1483
C 0.0111 2.0781 -0.9113
C 0.6845 -0.0266 -2.5660
C 2.0709 1.3126 1.2255
N 0.5053 0.6981 -0.5768
O 1.8382 0.7907 -0.0997
H -2.3889 -2.9877 1.8130
H -3.4303 -0.8900 1.4630
H -0.0100 -3.5190 1.1285
H -2.2075 0.7529 -0.0100
H 1.2477 -1.5167 0.2746
H 0.7648 2.7485 -1.1060
H -0.6254 1.9693 -1.9152
H -0.4371 2.6284 -0.0503
H 1.1913 -1.0123 -2.4147
H -0.3403 -0.3626 -2.5459
H 1.1410 0.7916 -2.9296
H 2.8046 0.4963 1.6655
H 1.2220 1.2886 1.7866
H 2.4331 2.2894 1.0755
```

## Properties
Kohn-Sham gap, eV: 7.97
Net charge: +1
E_HOMO, Ha: -0.4782

natural (NBO) population analysis, charges in e, atoms 1 to 2: -0.16, -0.18



Model x:
Below is a structure of composition C9H14NO, with properties calculated with ωB97M-V with the def2-TZVPD basis set.

The geometry in XYZ format:
```
25
Properties=species:S:1:pos:R:3
C -3.1401 -0.4953 0.5114
C -1.8631 -0.6555 0.9969
C -3.1160 0.2287 -0.6238
C -1.1233 0.0167 0.1033
C 1.4997 -1.8381 0.3906
C 1.2705 -1.6969 -1.0771
C 1.6672 -0.4964 -0.2269
C 1.0218 1.4398 1.4055
C 0.8139 0.6539 0.0889
N 0.6136 1.6304 -1.0015
O -1.7765 0.6039 -0.8758
H -3.9689 -1.0150 0.9328
H -1.4933 -1.3551 1.8613
H -3.7310 0.6709 -1.5167
H 0.7952 -2.1440 1.0529
H 2.4492 -2.2396 0.6541
H 2.0518 -2.0767 -1.7058
H 0.3817 -1.6204 -1.6314
H 2.7970 -0.2380 -0.4437
H 2.0703 1.7089 1.5110
H 0.4386 2.2844 1.2885
H 0.5811 0.9908 2.2217
H 0.1656 2.4389 -0.7433
H 0.0516 1.2983 -1.6880
H 1.5434 1.9054 -1.4848
```

## Properties
Kohn-Sham gap, eV: 9.26
Net charge: +1
E_HOMO, Ha: -0.4582

natural (NBO) population analysis, charges in e, atoms 1 to 2: -0.29, -0.35



Relative energies, eV: model w 1.256; model x 0.000.